Record 1
DFT (wB97M-V/def2-TZVPD) results for the ion C6H14NO with charge -1 at a distorted geometry.

Output
HOMO energy in eV: -2.4614
E_LUMO in eV: 3.6680
SMILES: CCCC[C@@H](N)C[O-]
Gap between HOMO and LUMO in eV: 6.1
Energy in Ha: -366.98686
Strongest force on any atom in eV/A: 1.97
Net charge: -1

XYZ file:
```
22
C6H14NO wB97M-V/def2-TZVPD
C -0.8198 -0.3930 2.7352
C -1.4173 0.0349 1.3767
C -0.9419 -0.8262 0.2212
C 0.5163 -0.7634 -0.2492
C 0.8959 0.5633 -0.8673
N 2.3610 0.5217 -1.1059
C 0.1298 0.9544 -2.2150
O 0.9333 1.3223 -3.2114
H 0.2468 -0.5944 2.6264
H -0.9021 0.3765 3.5026
H -1.3175 -1.3074 3.0683
H -2.5006 0.0792 1.4537
H -0.9907 1.0334 1.2048
H -1.0858 -1.8775 0.5262
H -1.5913 -0.6471 -0.6382
H 0.5860 -1.5413 -1.0237
H 1.2364 -1.0727 0.5165
H 0.7830 1.3652 -0.1309
H 2.4878 1.1823 -1.8694
H 2.5521 -0.3486 -1.5829
H -0.5527 1.7970 -1.8596
H -0.6090 0.1414 -2.4780
```

Atom charges from the Mulliken analysis, given in e for atoms 1 to 6: -1.17 -0.32 -0.66 -0.87 0.47 -0.93

***

Record 2
DFT (wB97M-V/def2-TZVPD) results for the ion C6H14NO with charge +1 at a distorted geometry.

Output
HOMO energy in eV: -13.8812
E_LUMO in eV: -5.1797
Gap between HOMO and LUMO in eV: 8.7
Energy in Ha: -366.58275
Strongest force on any atom in eV/A: 5.19
Net charge: +1

XYZ file:
```
22
C6H14NO wB97M-V/def2-TZVPD
C -0.1404 0.3718 0.1085
C 1.2873 -1.8192 -1.3082
C 1.8459 1.4568 0.7758
C -3.6906 0.0829 0.8344
C 1.9460 -0.5206 -0.7602
C 1.2159 0.0447 0.4063
N -2.5074 0.3114 0.0637
O -1.2603 -0.1356 0.5430
H -0.1702 1.0944 -0.7446
H 0.1681 -1.8906 -1.5024
H 1.6706 -2.1498 -2.1530
H 1.4020 -2.4846 -0.4713
H 2.1124 1.6515 1.8994
H 2.8185 1.6145 0.2398
H 1.1758 2.2057 0.5257
H -4.4545 0.4002 0.1168
H -3.8674 -0.9756 1.1817
H -3.7300 0.9563 1.6569
H 2.9941 -0.7652 -0.3985
H 2.1892 0.3132 -1.4592
H 1.4334 -0.5925 1.2059
H -2.4381 0.8302 -0.7604
```

Atom charges from the Mulliken analysis, given in e for atoms 1 to 6: -0.20 -1.34 -1.32 -0.71 -0.84 0.68

***

Record 3
DFT (wB97M-V/def2-TZVPD) results for the ion C6H14NO with charge +1 at a distorted geometry.

Output
HOMO energy in eV: -12.4856
E_LUMO in eV: -3.4530
SMILES: C/C=C/C[C@H]([NH3+])CO
Gap between HOMO and LUMO in eV: 9.0
Energy in Ha: -366.67697
Strongest force on any atom in eV/A: 6.21
Net charge: +1

XYZ file:
```
22
C6H14NO wB97M-V/def2-TZVPD
C 0.6694 -3.6167 0.8708
C -0.1656 -2.4220 0.9043
C 0.3362 -1.1930 0.7496
C -0.5946 -0.0562 0.6146
C 0.0980 1.1487 0.0669
N -0.6164 2.4258 0.6418
C -0.1885 0.9748 -1.5054
O 0.5256 2.1023 -2.1137
H 0.8009 -3.9931 1.9979
H 0.1288 -4.3290 0.2639
H 1.6242 -3.5221 0.4546
H -1.1866 -2.5025 0.9748
H 1.4652 -0.8701 0.7802
H -0.9317 0.1060 1.6017
H -1.5369 -0.2872 0.0511
H 1.1697 1.3260 0.3258
H -0.9331 2.3728 1.6212
H -1.3635 2.6494 -0.0776
H 0.1721 3.0942 0.6044
H 0.1858 0.0755 -1.9116
H -1.2288 1.3191 -1.5287
H 0.8149 1.7477 -2.9456
```

Atom charges from the Mulliken analysis, given in e for atoms 1 to 6: -1.19 -0.17 -0.33 -0.74 -0.33 -0.25

***

Record 4
DFT (wB97M-V/def2-TZVPD) results for a cluster of 2 separate species, C6H14NO in total at a distorted geometry.

Output
HOMO energy in eV: -12.7851
E_LUMO in eV: -3.1887
Gap between HOMO and LUMO in eV: 9.6
Energy in Ha: -366.73162
Strongest force on any atom in eV/A: 1.80
Net charge: +1

XYZ file:
```
22
C6H14NO wB97M-V/def2-TZVPD
C -1.0827 0.2033 -1.1227
C -0.2248 -1.0084 -1.4021
C 0.8369 -1.2047 -0.3163
C 2.1115 -0.9353 -0.5961
C -0.5276 -2.2313 1.5046
C 0.4002 -1.3836 1.0939
N -0.3434 1.3574 -0.5748
H -1.8346 -0.0754 -0.3999
H -1.6819 0.4678 -1.9990
H 0.3511 -1.0429 -2.3268
H -0.8608 -1.8824 -1.4822
H 2.5200 -0.7570 -1.5935
H 2.8836 -0.9752 0.1645
H -1.1301 -2.8490 0.8267
H -0.7906 -2.3541 2.5449
H 1.0147 -0.8612 1.8229
H 0.1285 1.2028 0.3275
H -0.9782 2.1375 -0.3969
H 0.3671 1.7120 -1.2136
H -0.5064 3.5874 2.2342
H -0.5184 4.2994 0.9005
O -0.6599 3.4229 1.2825
```

Atom charges from the Mulliken analysis, given in e for atoms 1 to 6: -0.66 -0.87 0.70 -1.01 -0.86 -0.19

***

Record 5
DFT (wB97M-V/def2-TZVPD) results for a cluster of 2 separate species, C6H14NO in total at a distorted geometry.

Output
HOMO energy in eV: -14.2417
E_LUMO in eV: -4.7014
Gap between HOMO and LUMO in eV: 9.5
Energy in Ha: -366.71755
Strongest force on any atom in eV/A: 3.17
Net charge: +1

XYZ file:
```
22
C6H14NO wB97M-V/def2-TZVPD
O -1.6880 -0.0599 0.2696
C -2.0696 -0.3271 -0.8714
C -1.1388 -0.1343 -1.9619
C -1.8551 0.2734 -3.2193
H -2.9903 -0.9332 -0.9888
H -0.6823 -1.1261 -2.1640
H -0.2935 0.5311 -1.6488
H -2.7622 -0.3480 -3.4026
H -1.2255 0.1094 -4.0790
H -2.2434 1.3096 -3.1327
C 1.3129 -0.1762 3.2936
C 1.5810 0.7205 2.0876
C 1.6771 -0.4149 -0.0245
N 0.9705 0.1233 0.9137
H 0.1824 -0.3223 3.4182
H 1.9431 -1.0608 3.3346
H 1.7011 0.3946 4.1380
H 1.0637 1.6687 2.2126
H 2.6127 0.8601 1.9139
H 1.2359 -1.0431 -0.8006
H 2.7392 -0.2611 -0.0548
H -0.0709 0.2165 0.7666
```

Atom charges from the Mulliken analysis, given in e for atoms 1 to 6: -0.63 0.13 -0.04 -1.37 0.37 0.22

***

Record 6
DFT (wB97M-V/def2-TZVPD) results for a cluster of 2 separate species, C6H14NO2 in total.

Output
HOMO energy in eV: -4.0708
E_LUMO in eV: 3.6446
Gap between HOMO and LUMO in eV: 7.7
Energy in Ha: -442.29358
Strongest force on any atom in eV/A: 0.67
Net charge: -1

XYZ file:
```
23
C6H14NO2 wB97M-V/def2-TZVPD
N -1.6680 1.0357 -0.0353
C -2.0551 1.7659 -1.2342
C -1.2687 -0.3170 -0.4045
C -0.2341 1.1553 1.9999
C -0.5806 1.7447 0.6386
H -1.2252 1.8499 -1.9558
H -2.8959 1.2465 -1.7240
H -2.3833 2.7815 -0.9557
H -0.3758 -0.3180 -1.0522
H -1.0490 -0.9111 0.4985
H -2.0987 -0.7981 -0.9489
H -1.1470 1.0718 2.6133
H 0.4779 1.8201 2.5174
H 0.2213 0.1548 1.9088
H -0.9176 2.7900 0.7771
H 0.3222 1.7642 -0.0018
O 1.6816 -2.2354 1.2991
O 2.5654 -0.6098 -0.0250
C 2.2436 -1.7962 0.2585
C 2.5482 -2.8544 -0.8374
H 1.6760 -2.9270 -1.5087
H 3.4294 -2.5668 -1.4352
H 2.7334 -3.8467 -0.3927
```

Atom charges from the Mulliken analysis, given in e for atoms 1 to 6: -0.17 -0.95 -1.04 -1.21 -0.25 0.34

***

Record 7
DFT (wB97M-V/def2-TZVPD) results for a cluster of 2 separate species, C6H14NO2 in total at a distorted geometry.

Output
Multiplicity: 2
HOMO energy (alpha / beta) in eV: -8.1603 / -8.1741
⟨S²⟩: 0.755
E_LUMO (alpha / beta) in eV: 0.8229 / -1.4426
Gap between HOMO and LUMO (alpha / beta) in eV: 9.0 / 6.7
Energy in Ha: -442.14791
Strongest force on any atom in eV/A: 1.39

XYZ file:
```
23
C6H14NO2 wB97M-V/def2-TZVPD
C 1.7911 1.6531 -0.2390
O 2.6796 1.7791 -1.2256
C 1.9209 0.1892 0.3418
C 0.8179 -0.0449 1.3586
C -0.4785 -0.5450 0.7619
C -1.5269 0.2933 0.7335
N -2.7064 0.1097 0.0089
C -0.4819 -1.8661 0.0408
H 0.7340 1.7479 -0.5692
H 1.9180 2.2870 0.6519
H 1.9347 -0.5439 -0.4596
H 2.9200 0.1473 0.7749
H 1.1656 -0.7425 2.1214
H 0.5978 0.8586 1.9224
H -1.5210 1.1942 1.3334
H -3.5724 0.2093 0.5070
H -2.6665 -0.5646 -0.7356
H -1.4224 -2.1644 -0.4025
H -0.2819 -2.6203 0.8139
H 0.3369 -1.9522 -0.6693
H -0.0606 0.0839 -1.9540
H -1.3085 0.6508 -2.5788
O -0.7893 -0.1595 -2.5367
```

Atom charges from the Mulliken analysis, given in e for atoms 1 to 6: -0.40 -0.40 -0.63 -0.85 0.58 -0.39

***

Record 8
DFT (wB97M-V/def2-TZVPD) results for a cluster of 2 separate species, C6H14NO2 in total at a distorted geometry.

Output
HOMO energy in eV: -13.2941
E_LUMO in eV: -2.8564
Gap between HOMO and LUMO in eV: 10.4
Energy in Ha: -441.86301
Strongest force on any atom in eV/A: 5.85
Net charge: +1

XYZ file:
```
23
C6H14NO2 wB97M-V/def2-TZVPD
C 0.3407 -1.6641 0.0730
C -0.0231 -0.3699 0.1585
C 1.7306 -2.2015 -0.0910
C 0.4570 1.4823 -1.1700
C 0.6500 1.5948 1.2434
C -2.0971 -0.0719 0.3908
N 0.8033 0.7737 0.0729
O -2.4522 0.9014 -0.4057
O -2.6890 -1.3314 0.1241
H -0.4441 -2.3758 0.1499
H 2.0327 -2.1679 -1.1000
H 1.9405 -3.1792 0.2460
H 2.4544 -1.3987 0.2427
H 0.9444 2.5161 -1.3873
H 1.0126 0.8904 -1.9018
H -0.5864 1.6424 -1.2403
H -0.3774 1.5441 1.6722
H 1.2202 1.1970 2.0646
H 1.0758 2.5378 0.9802
H -1.8847 -0.0346 1.5026
H 1.7902 0.5648 0.0510
H -3.3072 0.7096 -0.8544
H -2.5912 -1.5593 -0.8212
```

Atom charges from the Mulliken analysis, given in e for atoms 1 to 6: -0.32 -0.23 -1.28 -0.80 -0.84 0.13

***

Record 9
DFT (wB97M-V/def2-TZVPD) results for a structure of composition C6H14NO2PS2 at a distorted geometry.

Output
HOMO energy in eV: -6.6228
E_LUMO in eV: 0.3779
Gap between HOMO and LUMO in eV: 7.0
Energy in Ha: -1579.92628
Strongest force on any atom in eV/A: 3.66

XYZ file:
```
26
C6H14NO2PS2 wB97M-V/def2-TZVPD
C -1.6672 -0.0122 0.7771
C -4.2043 0.4578 0.0064
C -3.8664 -1.0299 0.2186
C 2.3573 -0.9915 -0.3148
C 3.4160 0.0543 0.0736
C 1.1835 -0.9050 0.6673
N 2.9888 1.3755 -0.2875
O 0.5312 1.6972 0.5988
O 0.0433 0.3611 -1.4450
P -0.0307 0.3242 0.1562
S -2.6816 1.3832 -0.0633
S -2.2418 -1.4317 -0.2458
H -4.7217 0.7446 -0.8663
H -4.6333 0.8440 0.8292
H -4.0357 -1.3739 1.2433
H -4.5417 -1.6995 -0.3749
H 1.8392 -0.6657 -1.1649
H 2.8043 -1.9467 -0.1886
H 4.3979 -0.0706 -0.3399
H 3.7383 -0.2348 1.0544
H 0.5451 -1.9433 0.6570
H 1.4466 -0.6809 1.7809
H 2.9610 1.5874 -1.3000
H 3.5268 2.1314 0.1020
H 1.6108 1.6842 0.3415
H -0.7656 0.3409 -1.9155
```

Atom charges from the Mulliken analysis, given in e for atoms 1 to 6: -0.50 -0.58 -0.49 -0.69 -0.82 -0.50

***

Record 10
DFT (wB97M-V/def2-TZVPD) results for a structure of composition C6H14NO2Sn at a distorted geometry.

Output
Multiplicity: 2
HOMO energy in eV: -16.8771
⟨S²⟩: 0.767
E_LUMO in eV: -11.3720
Gap between HOMO and LUMO in eV: 5.5
Energy in Ha: -655.75801
Strongest force on any atom in eV/A: 5.13
Net charge: +2

XYZ file:
```
24
C6H14NO2Sn wB97M-V/def2-TZVPD
Sn -0.9872 -2.4638 1.2794
C 1.6938 1.8531 2.9921
C 1.0733 0.6017 2.4015
C 1.8219 -0.7186 2.7807
O -0.3187 0.3249 2.5590
H 1.8794 1.8070 4.0652
H 1.2590 2.7890 2.6410
H 2.7249 1.8539 2.6386
H 1.1772 0.6284 1.3168
H 1.6469 -1.5350 2.0800
H 1.5478 -1.1924 3.7232
H 2.8593 -0.3980 2.8769
C -3.0354 -1.1993 -2.9021
C -1.7675 -0.6784 -2.1719
O -1.6552 -0.8219 -0.9648
N -0.9367 0.0620 -2.9539
C 0.2992 0.6135 -2.4821
H -3.2056 -2.0731 -2.2732
H -3.0440 -1.3855 -3.9760
H -3.7842 -0.4364 -2.6889
H -1.1844 0.0582 -3.9330
H 0.7995 1.3254 -3.1387
H 1.0210 -0.1843 -2.3069
H 0.1154 1.1696 -1.5628
```

Atom charges from the Mulliken analysis, given in e for atoms 1 to 6: 1.64 -1.28 0.77 -1.10 -0.33 0.35